# 1
Formula: C6H11NO
Source: the OMol25 dataset
Level of theory: wB97M-V/def2-TZVPD

CARTESIAN COORDINATES (ANGSTROEM)
C  0.796  2.561  1.945
C  -0.518  2.371  2.035
N  -1.227  1.564  1.115
C  -1.397  2.039  -0.041
H  1.312  2.105  1.116
H  1.326  3.102  2.713
H  -1.083  2.699  2.898
H  -1.877  1.425  -0.797
H  -1.056  3.035  -0.328
C  0.403  -1.276  -1.905
C  0.362  -2.659  -1.277
C  0.329  -2.612  0.221
O  -0.503  -3.155  0.893
H  -0.360  -0.624  -1.470
H  0.232  -1.314  -2.977
H  1.339  -0.763  -1.678
H  -0.485  -3.266  -1.598
H  1.268  -3.209  -1.561
H  1.140  -2.025  0.695

Output
Energy relative to the best compared isomer or geometry (same formula, charge and spin), kcal per mole: 58.50
Gap between HOMO and LUMO, eV: 10.2
E_HOMO, Ha: -0.3425
E_tot, eV: -9935.917

These are the Löwdin partial charges, in e, on atoms 1 to 2: number 1, C, carries 0.00; number 2, C, carries -0.26

# 2
Formula: HIP2S
Source: the OMol25 dataset
Level of theory: wB97M-V/def2-TZVPD

CARTESIAN COORDINATES (ANGSTROEM)
P  0.133  0.084  -0.268
P  0.688  -1.242  1.298
S  1.800  0.618  -1.121
I  -2.139  1.570  -2.141
H  -0.481  -1.030  2.232

Output
Energy relative to the best compared isomer or geometry (same formula, charge and spin), kcal per mole: 77.83
Gap between HOMO and LUMO (spin up / spin down), eV: 4.8 / 5.1
E_HOMO (spin up / spin down), Ha: -0.3258 / -0.3330
E_tot, eV: -37526.836

These are the Löwdin partial charges, in e, on atoms 1 to 2: number 1, P, carries -0.15; number 2, P, carries 0.36

# 3
Formula: C3H9BrN4
Source: the OMol25 dataset
Level of theory: wB97M-V/def2-TZVPD

CARTESIAN COORDINATES (ANGSTROEM)
C  -0.445  -0.796  0.237
C  2.881  0.607  0.136
C  -1.996  -0.566  -0.038
N  0.163  0.055  -0.367
N  2.826  1.811  0.568
N  -0.128  -1.903  0.931
N  -2.110  0.361  -1.165
Br  4.387  -0.224  -0.628
H  -2.430  -1.576  -0.170
H  -2.260  0.106  0.823
H  1.913  2.000  0.964
H  3.566  2.478  0.503
H  -0.825  -2.228  1.530
H  0.788  -1.885  1.272
H  -1.337  -0.019  -1.818
H  -1.908  1.362  -1.047
H  -3.085  0.417  -1.731

Output
Charge: +2
Gap between HOMO and LUMO (spin up / spin down), eV: 9.4 / 7.0
E_HOMO (spin up / spin down), Ha: -0.6417 / -0.6486
E_tot, eV: -79237.827
Multiplicity: 3

These are the Löwdin partial charges, in e, on atoms 1 to 2: number 1, C, carries -0.52; number 2, C, carries -0.44

# 4
Formula: C6H14N2O2
Source: the OMol25 dataset
Level of theory: wB97M-V/def2-TZVPD

CARTESIAN COORDINATES (ANGSTROEM)
C  -1.517  2.401  -1.200
N  -0.457  2.276  -2.173
C  0.668  1.568  -1.893
C  1.592  1.319  -3.062
O  0.952  1.236  -0.760
H  -1.811  1.451  -0.751
H  -1.218  3.099  -0.416
H  -2.390  2.838  -1.691
H  -0.579  2.578  -3.125
H  2.627  1.353  -2.725
H  1.422  0.266  -3.322
H  1.409  1.904  -3.958
C  0.660  -2.202  3.826
N  0.196  -2.360  2.464
C  -0.233  -1.310  1.703
C  -0.853  -1.617  0.364
O  -0.292  -0.184  2.156
H  0.681  -1.139  4.058
H  -0.047  -2.633  4.532
H  1.658  -2.631  3.939
H  0.363  -3.257  2.045
H  -1.651  -2.343  0.303
H  -1.117  -0.623  0.001
H  -0.064  -1.991  -0.315

Output
Energy relative to the best compared isomer or geometry (same formula, charge and spin), kcal per mole: 19.59
Gap between HOMO and LUMO, eV: 10.2
E_HOMO, Ha: -0.3413
E_tot, eV: -13524.775

These are the Löwdin partial charges, in e, on atoms 1 to 2: number 1, C, carries -0.07; number 2, N, carries 0.00

# 5
Formula: C5H31N2O10
Source: the OMol25 dataset
Level of theory: wB97M-V/def2-TZVPD

CARTESIAN COORDINATES (ANGSTROEM)
N  -0.331  -3.990  0.981
C  0.274  -2.661  0.948
C  0.830  -2.516  -0.466
C  -0.714  -1.514  1.311
N  0.055  -0.368  1.798
C  -0.620  0.544  2.690
C  -1.309  1.721  1.980
O  -0.362  2.544  1.222
H  -1.062  -4.195  0.316
H  -0.529  -4.266  1.928
H  1.082  -2.600  1.675
H  1.353  -1.557  -0.621
H  1.740  -3.122  -0.543
H  0.173  -2.826  -1.273
H  -1.325  -1.864  2.154
H  -1.381  -1.288  0.473
H  0.520  0.089  1.022
H  -0.027  0.853  3.553
H  -1.508  0.141  3.219
H  -1.610  2.575  2.602
H  -2.208  1.388  1.466
H  3.399  1.415  1.205
H  3.099  2.849  0.715
O  3.626  2.327  1.354
H  1.243  1.951  -2.716
H  0.519  3.068  -3.399
O  1.040  2.299  -3.625
H  1.242  3.985  0.608
H  1.380  3.079  -0.624
O  1.751  3.924  -0.207
H  -1.910  -0.342  -3.207
H  -2.477  0.427  -2.162
O  -2.625  -0.458  -2.547
H  -0.941  1.394  -1.029
H  -1.587  2.727  -1.067
O  -1.787  1.826  -1.330
H  1.602  0.978  -0.853
H  -0.030  2.033  0.429
O  0.833  1.526  -1.073
H  -2.568  -2.167  -2.179
H  -2.252  -3.583  -1.449
O  -2.877  -3.080  -1.972
H  -0.043  0.692  -3.990
H  0.556  -0.679  -3.657
O  -0.152  -0.262  -4.155
H  1.454  -0.439  3.158
H  2.421  -1.703  3.517
O  2.040  -0.876  3.822

Output
Charge: -1
Energy relative to the best compared isomer or geometry (same formula, charge and spin), kcal per mole: 6.52
Gap between HOMO and LUMO, eV: 9.3
E_HOMO, Ha: -0.2397
E_tot, eV: -29145.517

These are the Löwdin partial charges, in e, on atoms 1 to 2: number 1, N, carries 0.03; number 2, C, carries -0.43

# 6
Formula: C23H18Cl2N6O2PdSe
Source: the OMol25 dataset
Level of theory: wB97M-V/def2-TZVPD

CARTESIAN COORDINATES (ANGSTROEM)
Pd  0.042  0.160  0.376
Cl  0.812  -4.743  4.956
C  0.979  -3.737  3.570
C  0.101  -2.695  3.378
C  0.256  -1.856  2.268
N  -0.525  -0.795  1.953
C  -1.574  -0.264  2.666
O  -1.941  -0.640  3.785
C  -2.188  0.853  1.948
C  -3.343  1.455  2.463
C  -3.955  2.477  1.786
C  -3.385  2.903  0.574
C  -2.242  2.281  0.121
N  -1.630  1.285  0.762
C  1.314  -2.118  1.318
C  2.186  -3.191  1.537
C  2.027  -3.977  2.659
Cl  3.151  -5.243  2.981
N  1.340  -1.265  0.261
C  2.080  -1.369  -0.891
O  2.880  -2.263  -1.153
C  1.775  -0.254  -1.813
C  2.445  -0.171  -3.035
C  2.195  0.875  -3.891
C  1.256  1.836  -3.501
C  0.613  1.687  -2.289
N  0.837  0.678  -1.450
H  -0.715  -2.520  4.060
H  -3.730  1.058  3.389
H  -4.857  2.938  2.155
H  -3.834  3.701  0.002
H  -1.795  2.609  -0.810
H  2.962  -3.396  0.815
H  3.145  -0.956  -3.271
H  2.707  0.960  -4.836
H  1.041  2.688  -4.124
H  -0.114  2.425  -1.973
C  3.768  -0.199  3.254
N  2.476  0.050  3.833
C  1.979  -0.567  4.950
C  0.805  0.033  5.256
N  0.596  1.019  4.334
C  -0.450  1.999  4.413
C  1.603  0.999  3.440
Se  1.752  2.042  1.918
H  4.512  -0.229  4.051
H  4.011  0.614  2.567
H  3.774  -1.148  2.715
H  2.501  -1.365  5.436
H  0.093  -0.172  6.026
H  -0.212  2.728  5.192
H  -1.388  1.503  4.656
H  -0.530  2.505  3.451

Output
Energy relative to the best compared isomer or geometry (same formula, charge and spin), kcal per mole: 15.71
Gap between HOMO and LUMO, eV: 6.1
E_HOMO, Ha: -0.2482
E_tot, eV: -131051.959

These are the Löwdin partial charges, in e, on atoms 1 to 2: number 1, Pd, carries 0.93; number 2, Cl, carries 0.66

Record order is preserved below.
Maximum force: 0.7; 2.3; 5.1; 1.9; 2.8; 3.1 eV Å⁻¹